# 1
Below is an isolated ion of composition C14H23BrNO3 and charge +1, with properties calculated with ωB97M-V/def2-TZVPD.

Results
HOMO: -11.074 eV
total charge: +1
E_tot: -3401.518209 Eh
F_max: 0.8 eV Å⁻¹
M: 333.25 g/mol

Each line ends with the Mulliken charge.
Element x y z (Å)
C -0.651 0.158 -5.950  -1.384
C 0.406 -0.615 -5.178  0.396
C 0.172 -2.116 -5.248  -1.394
N 0.386 -0.214 -3.741  0.027
C 0.861 1.142 -3.397  -0.958
C 0.821 1.254 -1.865  0.033
O -0.461 0.802 -1.500  -0.596
C 1.946 0.433 -1.209  -0.649
O 1.848 -0.924 -1.621  -0.473
C 2.828 -1.798 -1.065  -0.602
C 2.389 -2.517 0.221  -0.734
O 2.355 -1.672 1.347  -0.410
C 1.206 -1.039 1.719  0.297
C 1.310 -0.254 2.872  -0.423
C 0.231 0.467 3.334  -0.414
C -0.974 0.411 2.646  0.017
Br -2.467 1.437 3.244  -0.161
C -1.097 -0.372 1.511  -0.772
C -0.010 -1.096 1.045  0.054
H -1.639 -0.014 -5.529  0.353
H -0.449 1.225 -5.957  0.416
H -0.666 -0.179 -6.982  0.433
H 1.402 -0.377 -5.565  0.227
H 0.226 -2.451 -6.279  0.428
H 0.924 -2.661 -4.682  0.404
H -0.814 -2.374 -4.866  0.356
H -0.570 -0.281 -3.363  0.483
H 0.965 -0.855 -3.154  0.301
H 0.195 1.887 -3.834  0.502
H 1.874 1.290 -3.773  0.382
H 0.969 2.303 -1.575  0.471
H -0.594 0.879 -0.547  0.297
H 1.861 0.515 -0.120  0.286
H 2.918 0.846 -1.510  0.576
H 3.017 -2.557 -1.829  0.434
H 3.752 -1.244 -0.874  0.378
H 1.435 -3.029 0.068  0.353
H 3.153 -3.266 0.447  0.452
H 2.254 -0.230 3.391  0.441
H 0.320 1.069 4.224  0.434
H -2.043 -0.428 0.995  0.540
H -0.134 -1.691 0.154  0.200

# 2
Below is a 2-piece molecular cluster, C3H4N3S overall, with properties calculated with ωB97M-V/def2-TZVPD.

Results
HOMO (spin up / spin down): -14.061 / -15.867 eV
total charge: +1
E_tot: -678.701718 Eh
2S+1: 3
energy above the lowest of the compared OMol25 structures with the same formula, charge and spin: 0.000 eV
F_max: 4.7 eV Å⁻¹
<S²>: 2.076
M: 114.15 g/mol

Each line ends with the Mulliken charge.
Element x y z (Å)
C -0.256 2.585 0.201  0.001
C 1.931 0.145 -0.210  0.438
C -1.072 -1.641 -0.097  -0.518
N -0.630 1.503 0.258  -0.347
N 0.886 -0.464 -0.177  0.355
N 0.082 -1.227 -0.674  -0.302
S 3.083 0.877 0.631  0.092
H 0.230 3.448 0.011  0.350
H -1.566 -2.482 -0.743  0.282
H -1.639 -0.701 -0.119  0.346
H -1.049 -2.042 0.919  0.304

# 3
Below is C39H46AuN4OSTe as an isolated structure, with properties calculated with ωB97M-V/def2-TZVPD.

Results
HOMO (spin up / spin down): -13.450 / -13.460 eV
total charge: +2
E_tot: -2609.262572 Eh
2S+1: 2
energy above the lowest of the compared OMol25 structures with the same formula, charge and spin: 2.326 eV
F_max: 1.5 eV Å⁻¹
<S²>: 0.764
M: 943.46 g/mol

Each line ends with the Mulliken charge.
Element x y z (Å)
Au -1.366 -0.056 1.955  1.491
N -1.887 -0.726 4.322  -0.522
C -2.251 -2.148 4.274  -0.792
C -3.183 -2.385 3.098  -0.629
N -2.488 -2.080 1.828  -0.546
H -1.070 -0.564 4.898  0.209
H -2.643 -0.179 4.718  0.263
H -2.731 -2.491 5.191  0.424
H -1.337 -2.728 4.128  0.369
H -4.046 -1.721 3.175  0.397
H -3.539 -3.416 3.115  0.457
H -3.112 -2.182 1.035  0.065
H -1.712 -2.723 1.689  0.257
C -3.708 -5.055 -2.950  -1.605
C -2.851 -3.957 -2.389  0.552
C -3.407 -2.775 -1.926  -0.800
C -2.636 -1.738 -1.404  -0.381
C -3.360 -0.475 -1.002  -0.936
C -1.248 -1.933 -1.348  1.455
Te -0.007 -0.397 -0.648  1.675
N 0.465 -1.151 1.328  -0.418
C 1.298 -0.278 2.051  0.175
O 0.760 0.678 2.628  -0.601
C 2.739 -0.521 2.130  0.189
C 3.232 -1.826 2.093  0.100
C 4.594 -2.045 2.212  -0.843
C 5.461 -0.966 2.333  -0.469
C 4.971 0.337 2.344  -0.853
C 3.609 0.562 2.267  -0.284
C 1.015 -0.093 -2.501  1.261
C 2.368 -0.380 -2.638  0.501
C 3.227 -0.902 -1.517  -1.322
C 2.937 -0.188 -3.895  -0.845
C 2.198 0.301 -4.963  0.563
C 2.829 0.530 -6.309  -1.660
C 0.853 0.606 -4.758  -0.867
C 0.231 0.432 -3.531  0.277
C -1.227 0.798 -3.371  -1.668
C -0.645 -3.120 -1.811  0.644
C 0.843 -3.354 -1.769  -1.435
C -1.465 -4.106 -2.326  -0.816
H -4.766 -4.849 -2.808  0.387
H -3.472 -6.009 -2.478  0.392
H -3.524 -5.169 -4.020  0.337
H -4.482 -2.640 -1.978  0.432
H -4.157 -0.695 -0.288  0.557
H -3.843 -0.036 -1.877  0.485
H -2.715 0.282 -0.564  -0.599
H 2.542 -2.654 1.997  0.385
H 4.982 -3.055 2.219  0.453
H 6.524 -1.141 2.435  0.448
H 5.654 1.171 2.432  0.463
H 3.211 1.569 2.308  0.524
H 2.736 -0.831 -0.541  -0.501
H 4.161 -0.344 -1.454  0.622
H 3.487 -1.950 -1.677  0.386
H 3.988 -0.418 -4.035  0.435
H 3.886 0.271 -6.304  0.381
H 2.733 1.575 -6.607  0.363
H 2.331 -0.068 -7.073  0.369
H 0.269 1.010 -5.579  0.579
H -1.480 1.635 -4.021  0.615
H -1.473 1.096 -2.349  -0.156
H -1.870 -0.042 -3.644  0.376
H 1.296 -2.933 -0.867  -0.025
H 1.325 -2.901 -2.638  0.355
H 1.066 -4.419 -1.780  0.546
H -1.016 -5.026 -2.685  0.535
N -2.406 1.781 1.275  -0.733
S -1.986 3.336 1.384  -0.245
C -0.673 3.532 0.214  0.616
C 0.619 3.069 0.444  0.160
C 1.569 3.217 -0.553  -0.756
C 1.230 3.818 -1.763  -0.554
C -0.057 4.290 -1.974  -0.779
C -1.017 4.156 -0.978  -0.666
C -1.146 3.605 2.938  0.699
C -0.197 4.612 3.072  -0.420
C 0.332 4.870 4.328  -0.694
C -0.106 4.152 5.433  -0.586
C -1.069 3.164 5.287  -0.635
C -1.598 2.889 4.035  -0.300
H -3.415 1.755 1.384  0.207
H 0.880 2.636 1.401  0.411
H 2.586 2.888 -0.376  0.505
H 1.977 3.927 -2.539  0.465
H -0.314 4.774 -2.908  0.470
H -2.019 4.542 -1.122  0.446
H 0.124 5.192 2.217  0.475
H 1.078 5.645 4.443  0.445
H 0.292 4.377 6.414  0.433
H -1.426 2.624 6.155  0.427
H -2.364 2.134 3.907  0.434

# 4
Below is C52H48N2O6P2RuS2 as an isolated structure, with properties calculated with ωB97M-V/def2-TZVPD.

Results
HOMO (spin up / spin down): -4.434 / -4.416 eV
total charge: -1
E_tot: -4145.211858 Eh
2S+1: 2
energy above the lowest of the compared OMol25 structures with the same formula, charge and spin: 1.458 eV
F_max: 2.4 eV Å⁻¹
<S²>: 0.828
M: 1024.12 g/mol

Each line ends with the Mulliken charge.
Element x y z (Å)
Ru -0.985 -0.498 0.136  -0.947
C -6.273 0.754 2.126  -0.599
C -5.326 -0.229 2.388  -0.557
C -3.969 0.045 2.266  -0.659
C -3.534 1.309 1.877  0.527
C -4.496 2.286 1.601  -0.587
C -5.853 2.017 1.732  -0.809
P -1.749 1.696 1.574  1.483
C -1.691 3.418 2.221  -0.161
C -0.901 4.339 1.534  -0.309
C -0.762 5.647 1.992  -0.577
C -1.415 6.044 3.149  -0.522
C -2.207 5.135 3.844  -0.767
C -2.345 3.833 3.383  -0.343
C -0.916 0.673 2.810  1.049
C -0.626 0.927 4.149  -0.357
C -0.065 -0.082 4.923  -0.684
C 0.174 -1.333 4.354  -0.798
C -0.113 -1.571 3.014  -0.252
C -0.630 -0.557 2.199  -0.761
H -7.331 0.530 2.211  0.387
H -5.641 -1.227 2.672  0.413
H -3.250 -0.741 2.450  0.294
H -4.183 3.271 1.272  0.447
H -6.580 2.791 1.513  0.403
H -0.399 4.025 0.623  0.217
H -0.150 6.353 1.442  0.443
H -1.314 7.061 3.509  0.375
H -2.720 5.443 4.749  0.392
H -2.975 3.133 3.920  0.502
H -0.831 1.899 4.585  0.388
H 0.166 0.097 5.967  0.358
H 0.587 -2.129 4.965  0.330
H 0.092 -2.549 2.591  0.468
N 1.374 -2.601 -0.910  0.068
C 1.494 -2.610 -2.298  0.080
C 2.414 -3.478 -2.897  -0.708
C 2.574 -3.536 -4.271  -0.760
C 1.803 -2.719 -5.078  -0.934
C 0.910 -1.828 -4.492  -0.380
C 0.744 -1.721 -3.110  -0.225
P -0.295 -0.290 -2.410  4.718
C 1.183 0.862 -2.197  0.544
C 1.099 2.002 -1.393  0.516
C 2.154 2.903 -1.291  -0.609
C 3.338 2.676 -1.975  -0.600
C 3.457 1.534 -2.753  -1.109
C 2.392 0.643 -2.865  -0.016
C -0.971 0.370 -4.017  -0.475
C -1.887 -0.371 -4.771  -0.221
C -2.411 0.143 -5.953  -0.761
C -2.042 1.406 -6.395  -0.722
C -1.147 2.156 -5.643  -0.727
C -0.616 1.642 -4.464  -0.850
H 2.036 -3.218 -0.458  0.368
H 0.430 -2.837 -0.589  0.115
H 2.998 -4.132 -2.256  0.381
H 3.286 -4.228 -4.707  0.362
H 1.899 -2.754 -6.157  0.416
H 0.371 -1.164 -5.151  0.393
H 0.190 2.193 -0.843  -0.717
H 2.046 3.785 -0.666  0.460
H 4.160 3.381 -1.903  0.320
H 4.379 1.333 -3.287  0.366
H 2.512 -0.224 -3.497  0.323
H -2.191 -1.348 -4.416  0.542
H -3.116 -0.450 -6.525  0.457
H -2.452 1.807 -7.315  0.343
H -0.860 3.149 -5.970  0.369
H 0.076 2.242 -3.889  0.393
O -1.788 -1.728 -2.372  -0.758
S -2.534 -2.348 -1.173  1.455
O -3.524 -3.256 -1.697  -0.820
O -1.499 -2.984 -0.318  -0.836
O -3.123 -1.252 -0.343  -0.494
C -7.061 -1.317 -4.726  -0.935
C -8.304 -0.466 -4.769  0.723
O -9.333 -0.806 -5.291  -0.565
S -8.267 1.192 -4.066  -0.195
C -6.671 1.281 -3.300  -0.196
C -5.614 1.892 -3.966  -0.629
C -4.341 1.868 -3.413  -0.418
C -4.115 1.223 -2.197  -0.330
C -5.191 0.679 -1.496  0.544
C -6.463 0.716 -2.047  -0.994
C -2.764 1.051 -1.740  1.069
C -1.587 0.901 -1.517  -1.969
H -7.277 -2.265 -5.215  0.332
H -6.724 -1.500 -3.705  0.344
H -6.242 -0.809 -5.240  0.193
H -5.784 2.355 -4.932  0.438
H -3.503 2.314 -3.937  0.544
H -5.009 0.187 -0.549  0.551
H -7.297 0.276 -1.513  0.479
O 1.679 -0.031 0.678  0.892
C 2.407 -0.002 1.631  -0.287
C 2.607 1.200 2.512  -0.087
C 3.841 1.954 1.966  -0.177
C 5.097 1.117 1.652  -1.255
C 4.941 0.166 0.445  0.411
C 4.308 -1.191 0.808  -0.789
N 3.305 -1.046 1.875  -0.037
H 2.764 0.880 3.546  0.454
H 1.728 1.841 2.476  -0.356
H 4.103 2.739 2.678  0.506
H 3.540 2.447 1.036  -0.125
H 5.421 0.556 2.540  0.396
H 5.901 1.821 1.432  0.436
H 5.915 -0.010 -0.019  0.575
H 4.315 0.659 -0.305  -0.503
H 5.064 -1.887 1.169  0.500
H 3.836 -1.629 -0.071  -0.061
H 3.747 -0.932 2.773  0.465

# 5
Below is C10H27F6NO6PRb as an isolated structure, with properties calculated with ωB97M-V/def2-TZVPD.

Results
HOMO: -9.378 eV
E_tot: -1868.178316 Eh
F_max: 3.1 eV Å⁻¹
M: 487.76 g/mol

Each line ends with the Mulliken charge.
Element x y z (Å)
Rb -0.510 0.037 1.120  0.764
P 1.259 3.073 -1.330  1.198
F 1.896 1.713 -1.908  -0.375
F 2.668 3.769 -0.876  -0.344
F 1.399 3.839 -2.842  -0.396
F 0.392 4.391 -0.863  -0.375
F -0.072 2.340 -1.971  -0.344
F 1.186 2.340 0.229  -0.415
C -3.394 -3.542 -3.309  -0.766
O -2.259 -2.784 -3.292  -0.395
C -2.317 -1.549 -2.615  -0.838
C -0.875 -1.017 -2.340  -0.091
N -0.252 -1.875 -1.425  -0.250
C 1.182 -1.694 -1.346  -0.840
C 1.831 -2.614 -0.300  -0.703
O 1.499 -2.107 1.058  -0.061
C 2.179 -2.791 2.077  -0.995
H -4.110 -2.875 -3.790  0.335
H -3.786 -3.753 -2.314  0.295
H -3.299 -4.441 -3.918  0.248
H -2.924 -1.609 -1.712  0.299
H -2.827 -0.857 -3.286  0.514
H -0.933 0.003 -1.960  -0.075
H -0.296 -1.062 -3.262  0.468
H -0.499 -2.743 -1.877  0.295
H 1.514 -0.659 -1.265  0.371
H 1.553 -1.840 -2.360  0.565
H 2.899 -2.622 -0.516  0.411
H 1.379 -3.594 -0.452  0.362
H 1.894 -2.540 3.099  0.242
H 3.235 -2.553 1.953  0.392
H 2.039 -3.849 1.855  0.345
C -2.384 2.802 0.108  0.338
C -3.146 1.935 -0.848  -0.284
O -3.111 0.581 -0.422  -0.377
O -2.409 4.141 -0.326  -0.567
H -1.362 2.437 0.207  -0.494
H -2.753 2.735 1.132  0.275
H -2.659 2.072 -1.814  0.165
H -4.200 2.201 -0.915  0.472
H -3.976 0.264 -0.151  0.232
H -1.742 4.690 0.093  0.348
C 2.970 1.497 4.422  -0.417
C 2.205 0.207 4.080  -0.272
O 0.936 0.560 3.596  -0.335
O 4.371 1.263 4.569  -0.546
H 2.708 2.058 5.319  0.314
H 2.858 2.267 3.659  0.255
H 2.143 -0.492 4.914  0.448
H 2.654 -0.366 3.269  0.078
H 0.436 0.506 4.414  0.213
H 4.807 2.108 4.434  0.313

# 6
Below is a 2-piece molecular cluster, C10H17N2O2P overall, with properties calculated with ωB97M-V/def2-TZVPD.

Results
HOMO (spin up / spin down): -7.118 / -7.117 eV
E_tot: -992.513712 Eh
energy above the lowest of the compared OMol25 structures with the same formula, charge and spin: 1.319 eV
F_max: 4.5 eV Å⁻¹
M: 228.23 g/mol

Each line ends with the Mulliken charge.
Element x y z (Å)
C 1.341 0.294 0.832  -0.631
C 2.688 1.888 -0.372  -0.896
C 2.390 -0.630 0.682  -0.344
C 3.659 0.903 -0.536  -0.580
C 1.459 1.574 0.227  0.579
C 3.504 -0.387 -0.060  0.826
C -3.626 -2.413 0.473  -1.164
C -1.809 -1.554 -1.217  -1.163
C 0.419 2.507 0.070  -0.234
C -2.104 -1.771 0.248  0.253
N 4.310 -1.442 -0.416  -0.523
N -0.847 2.416 0.286  -0.007
O -3.394 2.517 -0.187  -0.603
O -2.090 -0.502 1.049  -0.570
P -2.130 3.202 -0.660  0.002
H 0.502 -0.009 1.469  0.514
H 2.944 2.863 -0.639  0.439
H 2.399 -1.622 1.277  0.153
H 4.540 1.092 -1.027  0.391
H -4.451 -1.710 0.090  0.323
H -3.690 -3.521 0.184  0.361
H -3.641 -2.532 1.561  0.340
H -2.037 -2.592 -1.634  0.356
H -0.784 -1.305 -1.415  0.325
H -2.431 -0.768 -1.674  0.262
H 0.690 3.491 -0.307  0.312
H -2.992 0.003 0.886  0.360
H -1.414 -2.439 0.703  0.343
H 4.489 -2.113 0.254  0.234
H 5.119 -1.217 -0.901  0.207
H -1.115 1.389 0.423  0.155
H -1.897 4.389 0.334  -0.021